Formula: C4H6N2
Source: the Open Molecules 2025 dataset
Level of theory: wB97M-V/def2-TZVPD

Geometry as XYZ:
```
12
C4H6N2 wB97M-V/def2-TZVPD
N -1.36 -1.13 -2.26
C -1.18 -0.77 -1.17
C -0.83 -0.35 0.20
C 0.67 -0.65 0.45
C 0.90 0.86 0.23
N -0.55 1.08 0.39
H -1.56 -0.76 0.90
H 0.87 -0.99 1.47
H 1.13 -1.33 -0.27
H 1.28 1.09 -0.77
H 1.51 1.38 0.97
H -0.99 1.72 -0.26
```

Molecular weight = 82.106 g/mol
Structure (SMILES) = N#C[C@H]1CCN1
Multiplicity = 1
Energy relative to the best compared isomer or geometry (same formula, charge and spin) = 1.5392 eV
Total energy = -7224.05179 eV
Kohn-Sham gap = 10.790 eV

Formula: C4H6N2
Source: the Open Molecules 2025 dataset
Level of theory: wB97M-V/def2-TZVPD

Geometry as XYZ:
```
12
C4H6N2 wB97M-V/def2-TZVPD
C -0.39 -0.70 -1.43
C 0.56 0.10 -0.55
N 0.46 1.43 -0.45
C 0.36 0.54 1.05
C -0.80 0.05 1.77
N -1.63 -0.24 2.54
H -1.42 -0.34 -1.41
H 0.01 -0.51 -2.44
H -0.35 -1.78 -1.27
H 1.56 -0.39 -0.53
H 0.34 1.64 1.20
H 1.29 0.20 1.52
```

Molecular weight = 82.106 g/mol
Multiplicity = 1
Energy relative to the best compared isomer or geometry (same formula, charge and spin) = 4.8532 eV
Total energy = -7220.73773 eV
Kohn-Sham gap = 9.495 eV